1.
Below is a molecular structure, C22H42N8O9PRu, with properties calculated with wB97M-V/def2-TZVPD.

**E**: -2414.6045 a.u.
**Gap between HOMO and LUMO (spin up / spin down)**: 9.16 / 7.84 eV
**Charge**: +2
**Spin multiplicity**: 2

Last column: Mulliken charge in e.
CARTESIAN COORDINATES (ANGSTROEM)
1 Ru -0.1746 -0.1312 -0.5493  0.524
2 C 3.1302 -1.8486 0.4880  -0.998
3 C 3.0220 -0.4763 -0.0703  -0.906
4 N 1.9478 0.2166 -0.4485  2.202
5 C 2.4168 1.4022 -0.9822  -1.509
6 C 3.7693 1.4435 -0.8944  0.332
7 N 4.1223 0.2583 -0.3149  0.001
8 C 4.8441 2.3950 -1.3124  0.522
9 O 4.4632 3.5071 -1.8909  -0.544
10 O 5.9847 2.0778 -1.0972  -0.582
11 C 1.4680 2.3080 -1.6576  1.026
12 O 1.8379 3.3777 -2.1218  -0.872
13 O 0.2932 1.8003 -1.7239  0.110
14 H 2.1605 -2.2553 0.7469  -0.334
15 H 3.7582 -1.8479 1.3796  0.516
16 H 3.5996 -2.5082 -0.2455  0.358
17 H 5.0886 0.0091 -0.1398  0.340
18 H 3.4771 3.5506 -2.0186  0.367
19 N -3.8931 3.3340 -1.0006  0.050
20 C -3.9075 1.9661 -1.6408  -0.520
21 C -3.6582 0.9619 -0.5301  0.020
22 C -3.4711 -0.4647 -1.0635  0.318
23 N -2.2036 -1.0337 -0.4902  -0.699
24 C -3.4776 -0.5257 -2.5845  -1.744
25 C -2.5355 0.4941 -3.2024  0.180
26 N -1.1569 0.0864 -2.8706  -0.530
27 C -2.8045 1.9295 -2.6924  -0.871
28 H -4.6523 3.4412 -0.3268  0.440
29 H -3.9739 4.0826 -1.6900  0.438
30 H -2.9873 3.4342 -0.4850  0.262
31 H -4.8869 1.8461 -2.1057  0.499
32 H -4.4445 1.0012 0.2284  0.397
33 H -2.7324 1.2649 -0.0446  -0.700
34 H -4.2945 -1.0901 -0.7133  0.404
35 H -2.0754 -1.9581 -0.8985  0.396
36 H -2.3934 -1.1834 0.5020  0.145
37 H -4.5000 -0.3723 -2.9344  0.456
38 H -3.2034 -1.5300 -2.9221  0.616
39 H -2.6574 0.4861 -4.2877  0.529
40 H -0.5021 0.7682 -3.2394  0.280
41 H -0.9733 -0.8026 -3.3295  0.241
42 H -3.0899 2.5674 -3.5312  0.369
43 H -1.8785 2.3335 -2.2725  0.113
44 C 1.8209 -1.0595 -3.3596  -1.345
45 C 1.2006 -2.1023 -2.4981  0.125
46 N 0.4246 -1.9398 -1.4322  1.283
47 C 0.1144 -3.2078 -0.9622  -0.978
48 C 0.7030 -4.1331 -1.7560  -1.058
49 N 1.3820 -3.4194 -2.7110  -0.026
50 H 1.5236 -0.0663 -3.0387  0.057
51 H 1.5316 -1.1941 -4.4029  0.460
52 H 2.9097 -1.1176 -3.3078  0.344
53 H -0.4599 -3.3625 -0.0660  0.653
54 H 0.7074 -5.2077 -1.7202  0.454
55 H 1.9276 -3.8086 -3.4643  0.247
56 O -1.3998 3.5260 0.3171  -0.535
57 N -0.5059 2.7539 0.5430  -0.010
58 O -0.9033 1.5107 0.6526  -0.496
59 C 2.8617 1.2666 3.2792  -1.481
60 C 1.5454 1.4192 2.5668  0.149
61 O 0.8120 0.1611 2.6924  0.271
62 P -0.0696 -0.6591 1.6949  1.176
63 O -1.5330 -0.6273 2.3281  -0.434
64 C -2.0529 0.4006 3.2272  0.076
65 C -1.8883 -0.0250 4.6638  -1.537
66 O 0.3151 -2.1789 1.9341  -0.398
67 C 0.3614 -2.7604 3.2822  -0.033
68 C 1.7872 -2.8774 3.7556  -1.113
69 H 3.3721 2.2300 3.2989  0.438
70 H 3.5084 0.5498 2.7707  0.220
71 H 2.7159 0.9413 4.3085  0.392
72 H 1.6673 1.6495 1.5124  -0.066
73 H 0.9159 2.1871 3.0120  0.438
74 H -3.1038 0.4925 2.9581  0.374
75 H -1.5476 1.3380 3.0044  0.186
76 H -2.3652 -0.9888 4.8408  0.343
77 H -2.3664 0.7076 5.3152  0.486
78 H -0.8354 -0.0845 4.9396  0.284
79 H -0.1155 -3.7332 3.1839  0.461
80 H -0.2442 -2.1466 3.9461  0.003
81 H 2.3757 -3.5041 3.0858  0.300
82 H 1.7949 -3.3473 4.7398  0.506
83 H 2.2570 -1.8981 3.8440  0.142



2.
Below is a molecular structure, C35H30FeN5O2Se3Te, with properties calculated with wB97M-V/def2-TZVPD.

**E**: -10511.9612 a.u.
**Gap between HOMO and LUMO (spin up / spin down)**: 5.53 / 5.49 eV
**Spin multiplicity**: 2

Last column: Mulliken charge in e.
CARTESIAN COORDINATES (ANGSTROEM)
1 Fe -0.3451 -0.3118 0.2261  0.085
2 C 3.8565 -0.4007 -0.8739  -0.507
3 O 3.7558 0.0733 0.5010  -0.449
4 C 2.4535 0.1255 0.7538  0.181
5 N 1.6231 -0.1667 -0.1502  0.346
6 C 2.3962 -0.4312 -1.3826  -0.229
7 C 2.1240 0.6057 -2.4421  -0.016
8 C 1.9173 0.2133 -3.7563  -0.070
9 C 1.6917 1.1656 -4.7399  -0.695
10 C 1.6649 2.5111 -4.4089  -0.532
11 C 1.8731 2.9067 -3.0933  -0.746
12 C 2.1068 1.9570 -2.1129  0.064
13 C 1.0763 -0.2013 2.8121  0.593
14 C 0.9677 -0.2210 4.1863  -0.882
15 C 0.0784 -1.1556 4.7077  -0.873
16 C -0.5911 -2.0430 3.8817  -0.410
17 C -0.4371 -1.8889 2.5145  -0.382
18 N 0.3570 -0.9345 2.0154  0.344
19 C -0.8433 -2.8133 1.4388  0.097
20 N -0.4218 -2.6335 0.2541  0.124
21 C -0.5669 -3.9442 -0.4213  -0.484
22 C -1.6276 -4.6186 0.4457  -0.435
23 O -1.4519 -3.9647 1.7405  -0.494
24 C -0.7874 -3.9259 -1.9109  0.435
25 C 0.2890 -4.2460 -2.7333  -0.396
26 C 0.1637 -4.2148 -4.1144  -0.656
27 C -1.0537 -3.8750 -4.6868  -0.453
28 C -2.1349 -3.5712 -3.8730  -0.837
29 C -2.0024 -3.5932 -2.4928  0.128
30 H 4.3330 -1.3779 -0.8471  0.319
31 H 4.4734 0.3088 -1.4159  0.365
32 H 2.1098 -1.4158 -1.7521  0.315
33 H 1.8901 -0.8419 -4.0038  0.365
34 H 1.5114 0.8521 -5.7605  0.413
35 H 1.4711 3.2536 -5.1728  0.390
36 H 1.8422 3.9568 -2.8305  0.433
37 H 2.2486 2.2699 -1.0820  0.260
38 H 1.5668 0.4210 4.8135  0.520
39 H -0.0490 -1.2189 5.7810  0.457
40 H -1.2323 -2.8190 4.2738  0.607
41 H 0.3934 -4.4521 -0.2675  0.525
42 H -1.4728 -5.6833 0.5895  0.280
43 H -2.6410 -4.4191 0.0971  0.337
44 H 1.2399 -4.5199 -2.2858  0.324
45 H 1.0124 -4.4619 -4.7409  0.420
46 H -1.1576 -3.8461 -5.7645  0.395
47 H -3.0822 -3.2854 -4.3115  0.395
48 H -2.8418 -3.3098 -1.8710  0.269
49 C -1.4286 2.4579 0.0757  -1.912
50 N -0.3331 1.6648 0.6563  0.926
51 C 0.5596 2.4153 1.2229  -1.002
52 C 1.7171 2.0696 1.9226  0.334
53 C 2.6565 2.8552 2.6025  -0.991
54 C 3.6125 2.0325 3.2103  -0.735
55 C 3.3442 0.7170 2.9738  -1.013
56 N 2.1233 0.6235 2.1145  1.397
57 C -2.3338 3.1380 1.0814  1.233
58 C -2.1413 3.1061 2.4555  0.277
59 C -3.0266 3.7533 3.3107  -0.878
60 C -4.1164 4.4409 2.8026  -0.424
61 C -4.3208 4.4711 1.4282  -0.634
62 C -3.4386 3.8245 0.5798  -0.647
63 H -2.0380 1.8134 -0.5476  -0.163
64 H -0.9978 3.2176 -0.5881  0.706
65 H 0.4180 3.4973 1.1918  0.559
66 H 2.6190 3.9322 2.6412  0.585
67 H 4.4539 2.3757 3.7933  0.510
68 H 3.8627 -0.1986 3.1913  0.564
69 H -1.3131 2.5507 2.8796  0.290
70 H -2.8656 3.7085 4.3814  0.392
71 H -4.8075 4.9411 3.4700  0.381
72 H -5.1771 4.9926 1.0176  0.380
73 H -3.6129 3.8296 -0.4910  0.400
74 Se -2.5941 -0.3380 1.3167  0.152
75 Se -4.0037 -1.4780 -0.1245  -0.424
76 Te -3.5313 -0.0470 -2.1586  -0.340
77 Se -1.0332 -0.1810 -2.1440  -0.163



3.
Below is a molecular structure, C28H28F10N10STi, with properties calculated with wB97M-V/def2-TZVPD.

**E**: -3877.6168 a.u.
**Gap between HOMO and LUMO (spin up / spin down)**: 5.88 / 7.51 eV
**Spin multiplicity**: 3

Last column: Mulliken charge in e.
CARTESIAN COORDINATES (ANGSTROEM)
1 Ti -1.1745 0.8748 -0.4782  -1.041
2 C -3.7296 1.2171 -2.3221  -1.391
3 N -3.2598 1.2985 -0.9290  1.078
4 C -3.4602 2.6807 -0.4283  -0.863
5 C -2.3906 3.1646 0.5688  -1.134
6 N -1.0909 2.7209 0.0969  1.033
7 C 0.0729 3.3459 0.3682  -0.089
8 C 1.2688 2.7762 -0.1419  0.290
9 F 1.1723 1.6180 -0.8764  -0.501
10 C 2.5325 3.2591 0.0981  -0.091
11 F 3.5899 2.5917 -0.3719  -0.319
12 C 2.7012 4.4274 0.8208  0.666
13 F 3.9167 4.9386 1.0321  -0.325
14 C 1.5690 5.0490 1.3171  0.268
15 F 1.6993 6.1781 2.0154  -0.309
16 C 0.3082 4.5189 1.1179  0.104
17 F -0.7258 5.1721 1.6848  -0.347
18 C -4.0205 0.2904 -0.1718  -1.413
19 C -3.4886 0.0587 1.2399  -1.181
20 N -2.0427 0.2076 1.2497  1.015
21 C -1.3661 -0.1083 2.3777  -0.583
22 C 0.0082 0.1933 2.4068  -0.221
23 F 0.5062 0.6934 1.2409  0.870
24 C 0.8454 0.0122 3.4765  0.072
25 F 2.1309 0.3599 3.3855  -0.329
26 C 0.3461 -0.5361 4.6456  0.474
27 F 1.1259 -0.7227 5.7138  -0.328
28 C -0.9895 -0.8943 4.6683  0.268
29 F -1.4951 -1.4503 5.7720  -0.317
30 C -1.8189 -0.7000 3.5784  0.190
31 F -3.0916 -1.1303 3.7163  -0.341
32 H -4.8148 1.3697 -2.3677  0.431
33 H -3.5004 0.2389 -2.7435  0.313
34 H -3.2496 1.9719 -2.9395  0.399
35 H -4.4589 2.7872 0.0115  0.239
36 H -3.4032 3.3435 -1.2920  0.497
37 H -2.5744 2.7729 1.5771  0.319
38 H -2.4773 4.2510 0.6174  0.697
39 H -3.9356 -0.6485 -0.7208  0.477
40 H -5.0830 0.5618 -0.1165  0.473
41 H -3.8029 -0.9443 1.5403  0.510
42 H -3.9525 0.7667 1.9409  0.499
43 N -1.2986 -3.0647 -1.8887  0.222
44 C -1.4289 -2.2883 -0.8109  -0.692
45 N -1.2341 -1.0354 -1.1632  0.865
46 C -0.9722 -1.0991 -2.5226  0.433
47 N -0.9999 -2.3326 -2.9868  -0.934
48 C -0.7584 0.1339 -3.2213  -0.257
49 C -0.5129 0.2575 -4.5828  -0.679
50 N -0.3016 1.4158 -5.1815  -0.713
51 C -0.3428 2.5155 -4.3711  -0.713
52 C -0.6142 2.4440 -3.0384  -0.720
53 N -0.8369 1.2559 -2.4026  1.242
54 H -1.3818 -4.0616 -1.9707  0.232
55 H -1.6821 -2.6410 0.1728  0.510
56 H -0.4924 -0.6304 -5.2059  0.472
57 H -0.1587 3.4627 -4.8608  0.419
58 H -0.6767 3.3381 -2.4303  0.425
59 C 3.6571 -0.7712 0.3679  -0.972
60 N 3.7146 -2.2222 0.3586  0.196
61 C 5.0440 -2.7960 0.4954  -1.222
62 C 2.5933 -2.9592 0.4720  0.038
63 S 1.1154 -2.2593 0.8118  -0.178
64 N 2.7428 -4.3335 0.3199  0.095
65 C 3.3010 -4.7956 -0.9484  -1.133
66 C 1.6378 -5.1722 0.7507  -0.902
67 H 4.5410 -0.3838 -0.1381  0.454
68 H 3.6245 -0.3799 1.3876  0.291
69 H 2.7723 -0.4285 -0.1613  0.052
70 H 5.5960 -2.7337 -0.4461  0.345
71 H 4.9720 -3.8334 0.8070  0.393
72 H 5.5917 -2.2383 1.2572  0.413
73 H 4.0302 -4.0916 -1.3354  0.372
74 H 2.5071 -4.9039 -1.6977  0.347
75 H 3.7787 -5.7648 -0.8035  0.333
76 H 1.3383 -4.9014 1.7586  0.352
77 H 1.9705 -6.2107 0.7367  0.298
78 H 0.7675 -5.0668 0.0927  0.258



4.
Below is C3H3F2NO2 in the gas phase, with properties calculated with wB97M-V/def2-TZVPD.

**E**: -521.0112 a.u.
**Gap between HOMO and LUMO**: 10.21 eV

Last column: Mulliken charge in e.
CARTESIAN COORDINATES (ANGSTROEM)
1 O 2.4813 -0.5377 -0.0032  -0.486
2 C 1.7008 0.3772 -0.0040  -0.024
3 C 0.2330 0.2041 -0.0121  0.421
4 N -0.4305 1.2974 -0.0031  -0.432
5 O -1.7822 1.1046 -0.0037  -0.327
6 C -0.3432 -1.1990 -0.0001  0.362
7 F -1.1105 -1.3762 1.0961  -0.246
8 F -1.1082 -1.3849 -1.0983  -0.246
9 H 2.0401 1.4467 0.0253  0.358
10 H -2.1447 1.9935 -0.0098  0.397
11 H 0.4640 -1.9257 0.0130  0.223



5.
Below is a molecular structure, C48H39HgNOP2S, with properties calculated with wB97M-V/def2-TZVPD.

**E**: -3216.5648 a.u.
**Gap between HOMO and LUMO (spin up / spin down)**: 8.21 / 5.66 eV
**Charge**: +1
**Spin multiplicity**: 2

Last column: Mulliken charge in e.
CARTESIAN COORDINATES (ANGSTROEM)
1 Hg -0.1641 0.0233 1.6691  0.937
2 O 1.0192 -2.0135 -1.6429  0.137
3 C 0.5004 -3.2699 -1.7987  0.867
4 C 1.0367 -4.2895 -2.5766  -1.042
5 C 0.3967 -5.5153 -2.6450  -0.833
6 C -0.7705 -5.7515 -1.9399  -0.958
7 C -1.2823 -4.7605 -1.1227  -0.053
8 C -0.6489 -3.5275 -1.0419  -0.188
9 P -1.1998 -2.2363 0.1323  0.929
10 C -2.8855 -1.8530 -0.3986  0.471
11 C -3.2828 -2.0252 -1.7211  -0.684
12 C -4.5652 -1.6782 -2.1048  -0.657
13 C -5.4530 -1.1579 -1.1776  -0.638
14 C -5.0520 -0.9608 0.1356  -0.808
15 C -3.7677 -1.2891 0.5224  -0.793
16 C -1.4013 -3.2124 1.6674  0.749
17 C -2.6056 -3.7552 2.0962  -0.183
18 C -2.6702 -4.4174 3.3106  -0.795
19 C -1.5391 -4.5614 4.0951  -0.571
20 C -0.3282 -4.0369 3.6660  -0.757
21 C -0.2640 -3.3597 2.4621  -0.398
22 C 2.1838 -1.6250 -2.2549  -0.295
23 C 2.5253 -1.8970 -3.5747  -0.854
24 C 3.7823 -1.5477 -4.0380  -0.668
25 C 4.6971 -0.9199 -3.2087  -0.919
26 C 4.3133 -0.5287 -1.9381  -0.189
27 C 3.0519 -0.8645 -1.4625  -0.053
28 P 2.3518 -0.1774 0.0879  1.015
29 C 3.3196 -0.8744 1.4538  0.828
30 C 3.2656 -0.2200 2.6860  -0.812
31 C 3.8807 -0.7720 3.7923  -0.852
32 C 4.5065 -2.0056 3.6915  -0.578
33 C 4.5181 -2.6812 2.4827  -0.680
34 C 3.9368 -2.1171 1.3602  -0.583
35 C 2.9103 1.5505 -0.1164  0.652
36 C 2.2375 2.2594 -1.1116  -0.706
37 C 2.5476 3.5801 -1.3637  -0.559
38 C 3.5422 4.2089 -0.6278  -0.649
39 C 4.2210 3.5050 0.3525  -0.723
40 C 3.9066 2.1816 0.6165  -0.308
41 H 1.9590 -4.1495 -3.1176  0.672
42 H 0.8242 -6.2976 -3.2522  0.419
43 H -1.2637 -6.7084 -2.0067  0.445
44 H -2.1675 -4.9485 -0.5320  0.466
45 H -2.5879 -2.4232 -2.4477  0.437
46 H -4.8766 -1.8234 -3.1287  0.439
47 H -6.4566 -0.8989 -1.4784  0.433
48 H -5.7464 -0.5567 0.8585  0.461
49 H -3.4356 -1.1080 1.5381  0.588
50 H -3.4995 -3.6432 1.5008  0.433
51 H -3.6146 -4.8204 3.6434  0.432
52 H -1.6011 -5.0770 5.0417  0.402
53 H 0.5590 -4.1488 4.2733  0.473
54 H 0.6794 -2.9352 2.1293  0.390
55 H 1.8177 -2.3596 -4.2477  0.760
56 H 4.0565 -1.7880 -5.0534  0.431
57 H 5.6951 -0.7116 -3.5638  0.449
58 H 5.0012 0.0071 -1.2995  0.486
59 H 2.7335 0.7228 2.7743  0.615
60 H 3.8657 -0.2454 4.7357  0.442
61 H 4.9757 -2.4423 4.5598  0.427
62 H 4.9793 -3.6547 2.4149  0.450
63 H 3.9465 -2.6439 0.4159  0.408
64 H 1.4762 1.7510 -1.6906  0.459
65 H 2.0326 4.1125 -2.1508  0.436
66 H 3.7967 5.2395 -0.8232  0.433
67 H 5.0106 3.9805 0.9176  0.446
68 H 4.4448 1.6509 1.3874  0.477
69 N -1.8690 1.5505 0.3052  -0.380
70 S -1.1010 2.8919 -0.0297  0.750
71 C -2.0727 3.6692 -1.3518  0.128
72 C -1.4844 3.6812 -2.6056  -0.020
73 C -2.1995 4.1530 -3.6931  -0.665
74 C -3.5000 4.6013 -3.5233  -0.488
75 C -4.0786 4.5885 -2.2640  -0.730
76 C -3.3703 4.1157 -1.1703  -0.386
77 C -1.3723 4.0876 1.3205  0.292
78 C -1.2223 5.4441 1.0921  -0.397
79 C -1.2701 6.3193 2.1638  -0.655
80 C -1.4462 5.8381 3.4518  -0.469
81 C -1.6233 4.4825 3.6700  -0.694
82 C -1.5766 3.6035 2.6012  -0.364
83 H -2.8580 1.6648 0.5057  0.099
84 H -0.4764 3.3089 -2.7191  0.207
85 H -1.7448 4.1716 -4.6724  0.442
86 H -4.0712 4.9470 -4.3714  0.414
87 H -5.0872 4.9474 -2.1319  0.416
88 H -3.8294 4.0931 -0.1925  0.429
89 H -1.0691 5.8149 0.0907  0.459
90 H -1.1516 7.3772 1.9844  0.406
91 H -1.4319 6.5227 4.2843  0.403
92 H -1.7793 4.1040 4.6694  0.422
93 H -1.6876 2.5394 2.7762  0.372



The highest E belongs to which entry? C3H3F2NO2



What is the E in the first record? -2414.6045 a.u.